No. 1
{
  "formula": "C14H7BrNO7Pt",
  "method": "ωB97M-V with the def2-TZVPD basis set",
  "symbols": ["Pt", "O", "C", "C", "C", "N", "C", "C", "C", "O", "O", "C", "O", "O", "H", "H", "H", "Br", "C", "C", "C", "C", "C", "C", "C", "O", "O", "H", "H", "H", "H"],
  "positions_angstrom": [[0.7448, -0.0794, -0.2861], [1.3159, 5.7674, 0.1745], [1.1586, 4.4563, 0.1181], [0.2852, 3.7522, 0.9645], [0.2001, 2.3936, 0.8233], [0.9489, 1.7961, -0.1090], [1.8009, 2.4215, -0.9341], [1.9331, 3.7755, -0.8429], [2.5340, 1.4576, -1.8278], [3.3448, 1.7582, -2.6356], [2.1862, 0.1567, -1.5692], [-0.6147, 1.4214, 1.6458], [-1.4224, 1.7497, 2.4529], [-0.2904, 0.1331, 1.3991], [0.7644, 6.1762, 0.8558], [-0.3210, 4.2368, 1.7201], [2.6224, 4.2999, -1.4912], [-0.1323, -6.7822, 0.4682], [-0.6876, -5.0128, 0.2405], [0.2777, -4.0153, 0.1133], [-0.1832, -2.7336, -0.0657], [-1.5209, -2.3910, -0.1281], [-2.4615, -3.4040, 0.0191], [-2.0426, -4.7119, 0.1968], [-1.9459, -1.0015, -0.3886], [-3.0771, -0.6173, -0.2481], [-1.0721, -0.1381, -0.9518], [1.3312, -4.2486, 0.1545], [0.6078, -1.9518, -0.1553], [-3.5144, -3.1600, -0.0134], [-2.7697, -5.5047, 0.3005]],
  "lumo_ev": -7.20,
  "homo_energy_ev": -12.50,
  "homo_lumo_gap_ha": 0.1950,
  "total_charge": 1,
  "energy_ha": -3812.123357
}

No. 2
{
  "formula": "C6H5NO",
  "method": "ωB97M-V with the def2-TZVPD basis set",
  "symbols": ["C", "C", "C", "C", "C", "O", "C", "N", "H", "H", "H", "H", "H"],
  "positions_angstrom": [[2.4064, -1.1099, -0.8203], [1.3514, -0.6390, -1.2050], [0.0861, -0.2840, -1.8045], [-0.9471, 0.1395, -1.0374], [-1.0074, -0.0380, 0.5777], [-0.0885, -1.1083, 0.9148], [-0.8516, 1.1864, 1.4232], [-0.8438, 2.2609, 1.9318], [3.2735, -1.6871, -0.3392], [0.1335, -0.2440, -2.9275], [-1.7430, 0.7664, -1.6794], [-2.0074, -0.3637, 0.7409], [0.7297, -0.9616, 0.5618]],
  "smiles": "C#C/C=C\\[C@@H](O)C#N",
  "lumo_ev": 0.12,
  "homo_energy_ev": -9.90,
  "homo_lumo_gap_ha": 0.3681,
  "total_charge": 0,
  "energy_ha": -361.466804,
  "relative_energy_ev": 3.195
}

No. 3
{
  "formula": "C46H58CuN2O3P2Se",
  "method": "ωB97M-V with the def2-TZVPD basis set",
  "symbols": ["Cu", "C", "O", "C", "C", "O", "C", "C", "O", "C", "H", "H", "H", "H", "H", "H", "H", "H", "H", "H", "H", "H", "H", "H", "C", "C", "C", "C", "N", "C", "Se", "N", "C", "C", "C", "C", "C", "C", "C", "C", "C", "C", "H", "H", "H", "H", "H", "H", "H", "H", "H", "H", "H", "H", "H", "H", "H", "H", "H", "H", "H", "H", "H", "H", "C", "P", "C", "C", "C", "C", "C", "C", "C", "C", "C", "C", "C", "C", "P", "C", "C", "C", "C", "C", "C", "C", "C", "C", "C", "C", "C", "H", "H", "H", "H", "H", "H", "H", "H", "H", "H", "H", "H", "H", "H", "H", "H", "H", "H", "H", "H", "H", "H"],
  "positions_angstrom": [[0.6847, -0.2808, -1.5835], [1.1710, 2.2681, -3.4069], [1.7283, 1.4147, -2.3999], [3.0530, 0.9435, -2.7048], [2.9665, -0.2274, -3.6501], [2.0496, -1.1719, -3.0800], [1.4040, -1.9991, -4.0632], [0.1395, -2.5274, -3.4400], [-0.6476, -1.4473, -2.9275], [-1.4698, -0.8080, -3.9059], [1.7704, 3.1743, -3.4964], [0.1605, 2.5193, -3.0944], [1.1278, 1.7661, -4.3751], [3.4915, 0.6497, -1.7505], [3.6561, 1.7461, -3.1341], [3.9474, -0.6846, -3.7936], [2.5871, 0.0834, -4.6257], [2.0620, -2.8187, -4.3574], [1.1924, -1.3942, -4.9481], [0.3726, -3.1601, -2.5855], [-0.4321, -3.1173, -4.1596], [-2.1366, -1.5374, -4.3674], [-0.8708, -0.3229, -4.6810], [-2.0547, -0.0587, -3.3776], [-6.8641, 1.0018, -1.6816], [-5.9095, 0.8215, -0.5059], [-4.7910, 1.8598, -0.4642], [-3.8998, 1.8006, -1.6979], [-2.7737, 2.7324, -1.5923], [-1.5482, 2.4657, -1.1129], [-1.0745, 0.8008, -0.3567], [-0.8212, 3.5991, -1.1166], [0.5577, 3.7979, -0.6582], [0.6222, 4.5671, 0.6588], [0.2140, 3.7278, 1.8678], [1.2781, 2.7013, 2.2373], [-1.6062, 4.6305, -1.6320], [-1.3241, 5.9729, -1.8700], [-2.3503, 6.7323, -2.3950], [-3.6107, 6.1803, -2.6735], [-3.8861, 4.8478, -2.4444], [-2.8479, 4.0827, -1.9218], [-7.7245, 0.3386, -1.5937], [-6.3900, 0.7822, -2.6416], [-7.2457, 2.0259, -1.7226], [-5.4691, -0.1811, -0.5275], [-6.4682, 0.8836, 0.4293], [-4.1625, 1.7009, 0.4166], [-5.2175, 2.8639, -0.3742], [-4.4373, 2.0638, -2.6081], [-3.4880, 0.8013, -1.8271], [1.0763, 4.3313, -1.4555], [1.0125, 2.8139, -0.5608], [0.0067, 5.4657, 0.5827], [1.6520, 4.9112, 0.7899], [-0.7402, 3.2271, 1.6671], [0.0333, 4.3880, 2.7172], [1.4339, 1.9828, 1.4255], [1.0057, 2.1428, 3.1353], [2.2362, 3.1886, 2.4357], [-0.3566, 6.4072, -1.6561], [-2.1814, 7.7827, -2.5938], [-4.3843, 6.8197, -3.0789], [-4.8602, 4.4290, -2.6614], [0.6658, -0.9123, 1.8852], [1.2888, -1.4625, 0.2853], [3.0763, -1.2719, 0.1851], [3.6752, -0.2244, 0.8915], [5.0245, 0.0483, 0.7231], [5.7829, -0.7103, -0.1586], [5.1879, -1.7370, -0.8817], [3.8386, -2.0125, -0.7217], [0.7730, -3.1727, 0.0670], [-0.5810, -3.3794, -0.2062], [-1.0730, -4.6672, -0.3393], [-0.2142, -5.7523, -0.2163], [1.1303, -5.5505, 0.0618], [1.6264, -4.2640, 0.2131], [1.6904, -1.2901, 3.4084], [0.4156, -0.9006, 4.6685], [0.5710, -1.4822, 5.9276], [-0.2936, -1.1697, 6.9632], [-1.3257, -0.2622, 6.7604], [-1.4844, 0.3265, 5.5163], [-0.6189, 0.0106, 4.4759], [1.6491, -3.1156, 3.4099], [0.4726, -3.8627, 3.4963], [0.5217, -5.2447, 3.5230], [1.7505, -5.8989, 3.4677], [2.9247, -5.1688, 3.3834], [2.8725, -3.7784, 3.3568], [-0.3316, -1.3573, 1.9674], [0.5326, 0.1685, 1.8424], [3.1003, 0.3692, 1.5878], [5.4857, 0.8466, 1.2898], [6.8390, -0.5048, -0.2804], [5.7780, -2.3294, -1.5700], [3.3848, -2.7984, -1.3109], [-1.2533, -2.5342, -0.3226], [-2.1243, -4.8253, -0.5437], [-0.5969, -6.7591, -0.3263], [1.7955, -6.3959, 0.1843], [2.6638, -4.1222, 0.4827], [1.3712, -2.1938, 6.1020], [-0.1597, -1.6351, 7.9311], [-2.0005, -0.0175, 7.5699], [-2.2858, 1.0353, 5.3491], [-0.7766, 0.4921, 3.5156], [-0.4852, -3.3577, 3.5739], [-0.3942, -5.8177, 3.6033], [1.7878, -6.9808, 3.5072], [3.8819, -5.6747, 3.3599], [3.7916, -3.2030, 3.3109]],
  "s_squared": 0.757,
  "lumo_ev": [-4.24, -7.19],
  "multiplicity": 2,
  "homo_energy_ev": [-12.34, -12.38],
  "homo_lumo_gap_ha": [0.2977, 0.1907],
  "total_charge": 2,
  "energy_ha": -6847.053636
}

No. 4
{
  "formula": "C27H69N10O11P3",
  "method": "ωB97M-V with the def2-TZVPD basis set",
  "symbols": ["C", "N", "O", "O", "H", "H", "H", "C", "C", "C", "O", "C", "O", "O", "H", "H", "H", "H", "H", "H", "C", "C", "C", "O", "C", "O", "O", "H", "H", "H", "H", "H", "H", "O", "P", "N", "C", "C", "N", "C", "C", "N", "C", "C", "H", "H", "H", "H", "H", "H", "H", "H", "H", "H", "H", "H", "H", "H", "H", "H", "H", "H", "O", "P", "N", "C", "C", "N", "C", "C", "N", "C", "C", "H", "H", "H", "H", "H", "H", "H", "H", "H", "H", "H", "H", "H", "H", "H", "H", "H", "H", "O", "P", "N", "C", "C", "N", "C", "C", "N", "C", "C", "H", "H", "H", "H", "H", "H", "H", "H", "H", "H", "H", "H", "H", "H", "H", "H", "H", "H"],
  "positions_angstrom": [[2.4510, -5.1695, 3.8987], [1.6586, -6.0387, 3.0028], [2.0936, -7.1214, 2.6116], [0.4159, -5.8439, 2.9830], [2.0613, -5.3597, 4.8987], [2.1860, -4.1775, 3.5329], [3.4768, -5.5050, 4.0510], [1.8296, -1.2724, 5.4017], [0.6736, -2.2732, 5.6383], [-0.3202, -1.6942, 6.6208], [-1.5650, -1.8628, 6.0698], [-1.3777, -2.2678, 4.7137], [-2.2519, -2.2764, 3.8286], [-0.0682, -2.3634, 4.4839], [2.3683, -1.4040, 4.4633], [2.4436, -1.3553, 6.2985], [1.4761, -0.2452, 5.3126], [0.9928, -3.2909, 5.8631], [-0.1244, -0.6614, 6.9090], [-0.2150, -2.2651, 7.5433], [-0.5097, -3.0458, 0.3690], [0.2126, -1.6258, 0.4208], [-0.5875, -0.5673, 1.2642], [0.3820, -0.1656, 2.2139], [1.6125, -0.5164, 1.8262], [2.7031, -0.0957, 2.2606], [1.5431, -1.5183, 0.8692], [-0.3560, -3.3643, -0.6620], [-1.5936, -2.9438, 0.4210], [-0.2577, -3.6696, 1.2266], [0.0990, -1.2732, -0.6043], [-1.4920, -1.0017, 1.6901], [-0.9883, 0.3121, 0.7599], [6.5745, 5.5206, 1.9715], [6.1676, 5.1983, 0.5940], [7.4654, 4.5909, -0.3943], [8.8429, 4.5163, 0.1198], [7.3365, 4.4218, -1.8371], [5.6393, 6.5893, -0.2245], [4.2279, 6.9720, -0.1491], [6.4189, 7.8315, -0.1016], [5.0191, 3.8988, 0.3700], [4.2142, 3.6865, -0.8941], [4.7475, 2.9460, 1.4385], [8.9112, 3.9562, 1.0524], [9.1363, 5.5201, 0.4272], [9.5322, 4.3927, -0.7155], [7.2068, 3.3753, -2.1130], [8.2202, 4.7809, -2.3646], [6.5134, 4.9745, -2.2900], [3.9843, 7.5157, -1.0619], [3.5797, 6.0979, -0.2113], [4.0723, 7.5156, 0.7828], [7.4708, 7.6370, -0.3111], [6.2287, 8.5317, -0.9149], [6.5507, 8.3535, 0.8462], [3.3126, 3.0954, -0.7335], [4.0509, 4.6064, -1.4556], [4.8047, 3.0871, -1.5871], [5.7156, 2.9714, 1.9388], [4.3771, 1.9661, 1.1371], [4.0854, 3.3920, 2.1806], [-1.4909, -1.5163, -2.4966], [-0.6605, -0.8519, -3.5698], [0.6783, -1.8110, -3.9745], [1.8134, -2.0171, -3.0440], [0.4296, -3.0661, -4.7845], [-0.1461, 0.8024, -3.1548], [-1.1373, 1.6819, -2.4883], [1.1614, 1.4502, -3.5096], [-1.4982, -0.6637, -5.0697], [-0.7855, -0.3658, -6.3388], [-2.9144, -0.4079, -5.2063], [1.8999, -3.0646, -2.7556], [1.6776, -1.5555, -2.0659], [2.7433, -1.7037, -3.5186], [0.2116, -3.9684, -4.2132], [1.1788, -3.2177, -5.5615], [-0.5787, -3.0325, -5.1973], [-1.5326, 2.4073, -3.1994], [-1.9806, 1.0082, -2.3370], [-0.7899, 2.1363, -1.5605], [1.8952, 1.3307, -2.7126], [1.5851, 1.0268, -4.4203], [0.8702, 2.4995, -3.5571], [-1.3800, -0.6934, -7.1917], [-0.7090, 0.7155, -6.4534], [0.2315, -0.7581, -6.3453], [-3.2969, -0.4121, -6.2270], [-3.3433, 0.4967, -4.7751], [-3.5510, -1.1511, -4.7262], [-7.8170, -0.6178, -0.6179], [-6.8066, -1.3719, 0.0766], [-7.1211, -1.5460, 1.8103], [-8.4870, -1.6222, 2.2161], [-6.2230, -2.3269, 2.7157], [-5.3656, -0.3379, -0.0805], [-4.8522, 0.4295, 1.0413], [-5.0929, 0.0352, -1.4833], [-6.5714, -2.9566, -0.4795], [-5.3902, -3.7596, -0.2439], [-7.7076, -3.7676, -0.9015], [-8.9564, -0.6613, 2.0052], [-8.4407, -1.7072, 3.3018], [-9.0311, -2.3822, 1.6553], [-5.2304, -2.3064, 2.2657], [-6.4472, -3.3862, 2.8410], [-6.1380, -1.8652, 3.6994], [-4.0103, 1.0289, 0.6950], [-5.6075, 1.0559, 1.5158], [-4.3165, -0.1972, 1.7544], [-4.1374, 0.5384, -1.6310], [-5.2266, -0.8066, -2.1628], [-5.9148, 0.7163, -1.7042], [-5.3447, -4.0449, 0.8071], [-5.3339, -4.5895, -0.9482], [-4.4816, -3.1579, -0.2636], [-8.0986, -3.0875, -1.6582], [-8.3941, -3.9216, -0.0689], [-7.4153, -4.7006, -1.3834]],
  "s_squared": 0.754,
  "lumo_ev": [1.77, 1.77],
  "multiplicity": 2,
  "homo_energy_ev": [-0.59, -3.79],
  "homo_lumo_gap_ha": [0.0867, 0.2042],
  "total_charge": -1,
  "energy_ha": -3469.310332
}

No. 5
{
  "formula": "C25H28AsN7O6S7TeW",
  "method": "ωB97M-V with the def2-TZVPD basis set",
  "symbols": ["W", "O", "S", "O", "O", "C", "C", "C", "C", "C", "C", "S", "O", "O", "O", "H", "H", "H", "H", "S", "As", "S", "S", "S", "N", "C", "N", "N", "C", "N", "H", "H", "H", "H", "N", "C", "C", "N", "C", "H", "H", "H", "H", "S", "C", "N", "C", "C", "C", "C", "H", "H", "H", "H", "H", "C", "C", "C", "C", "C", "C", "Te", "C", "C", "C", "H", "H", "H", "H", "H", "H", "H", "H", "H", "H", "H"],
  "positions_angstrom": [[-0.9600, -0.8157, -0.8911], [-1.2492, -0.3167, -2.8706], [-0.0534, 0.2844, -3.6228], [-0.3960, 1.3275, -4.5379], [0.9579, 0.6702, -2.6351], [0.5389, -1.1012, -4.5961], [0.9772, -0.8064, -5.8752], [1.3398, -1.8361, -6.7355], [1.2338, -3.1556, -6.3370], [0.8005, -3.4666, -5.0548], [0.4604, -2.4490, -4.1856], [0.1213, -2.8567, -2.4909], [-1.3372, -2.6706, -2.2437], [0.7195, -4.1132, -2.2175], [0.7174, -1.6324, -1.8161], [1.0095, 0.2284, -6.1859], [1.6936, -1.5989, -7.7301], [1.4938, -3.9504, -7.0233], [0.7230, -4.4895, -4.7126], [-3.2694, -4.6421, -0.5174], [-2.5890, -2.8239, 0.2942], [-0.3328, -2.7074, 0.5006], [-3.2967, -0.9938, -0.9276], [-3.3997, -2.7797, 2.2587], [2.7944, 2.2588, -1.7335], [3.4758, 1.7824, -0.6898], [4.7161, 2.2396, -0.4434], [3.0114, 0.8750, 0.1424], [1.8184, 0.3982, 0.1032], [0.7414, -0.0204, 0.1709], [3.2095, 2.9277, -2.3571], [1.9372, 1.7929, -2.0291], [5.1251, 2.9826, -0.9779], [5.1661, 1.9248, 0.3975], [-1.6510, -0.2132, 3.5109], [-2.8168, 0.3960, 3.1021], [-2.7413, 0.4603, 1.7582], [-1.5535, -0.1056, 1.3362], [-0.9325, -0.5148, 2.4268], [-1.4370, -0.5190, 4.4435], [-3.5941, 0.6885, 3.7827], [-3.4579, 0.8461, 1.0636], [0.0302, -0.9974, 2.4526], [2.5500, -2.2532, 1.6159], [2.6371, -3.7896, 2.3030], [3.8640, -4.2940, 2.6311], [4.0813, -5.5040, 3.2094], [3.0402, -6.3218, 3.4879], [1.7384, -5.8739, 3.1591], [1.5396, -4.6490, 2.5974], [4.6429, -3.6850, 2.4198], [5.1102, -5.7525, 3.4237], [3.2070, -7.2826, 3.9497], [0.8861, -6.5102, 3.3605], [0.5442, -4.3088, 2.3540], [-2.5985, 6.6303, 3.0453], [-2.3375, 5.3745, 2.2580], [-1.0820, 4.7874, 2.2265], [-0.8054, 3.6901, 1.4133], [0.5942, 3.1378, 1.4078], [-1.8184, 3.1763, 0.5987], [-1.3435, 1.9142, -1.0318], [-3.1196, 3.6989, 0.6773], [-4.2653, 3.1589, -0.1460], [-3.3513, 4.7891, 1.5067], [-1.7006, 6.9655, 3.5628], [-3.3865, 6.4780, 3.7850], [-2.9265, 7.4283, 2.3772], [-0.2849, 5.2008, 2.8366], [1.1207, 3.4282, 2.3181], [1.1503, 3.5263, 0.5495], [0.5848, 2.0534, 1.3392], [-4.3166, 2.0732, -0.0976], [-4.1348, 3.4260, -1.1956], [-5.2132, 3.5695, 0.2011], [-4.3507, 5.2108, 1.5496]],
  "lumo_ev": -2.14,
  "homo_energy_ev": -6.35,
  "homo_lumo_gap_ha": 0.1545,
  "total_charge": 0,
  "energy_ha": -7162.419758,
  "relative_energy_ev": 1.754
}

No. 6
{
  "formula": "C4H8N2O",
  "method": "ωB97M-V with the def2-TZVPD basis set",
  "symbols": ["O", "C", "N", "C", "C", "C", "N", "H", "H", "H", "H", "H", "H", "H", "H"],
  "positions_angstrom": [[2.8333, -0.4379, -0.2486], [1.6584, -0.2036, -0.0612], [0.7336, -1.2810, 0.1071], [-0.5360, -1.2655, 0.4937], [-1.0439, 0.1345, 0.7304], [-0.3260, 1.2692, 0.0062], [1.1094, 1.0289, 0.0594], [1.1921, -2.1765, -0.0314], [-1.5936, -1.1904, -1.6517], [-1.5204, -1.6544, -1.0587], [-0.9362, 0.2497, 1.8184], [-2.1187, 0.1771, 0.5221], [-0.5317, 2.2306, 0.4878], [-0.6730, 1.3393, -1.0356], [1.7529, 1.7802, -0.1380]],
  "lumo_ev": 0.66,
  "homo_energy_ev": -8.49,
  "homo_lumo_gap_ha": 0.3359,
  "total_charge": 0,
  "energy_ha": -341.885134,
  "relative_energy_ev": 3.225
}